13
Properties=species:S:1:pos:R:3:forces:R:3 method="wB97M-V/def2-TZVPD" total_charge=+1 gap_ha=0.2909 e_above_lowest_kj_mol=399.2 homo_energy_ev=-12.89 max_force_ha_per_bohr=0.088
C 0.5475 0.8269 0.0065 -1.0 -3.5 2.6
C -0.6175 -2.1018 0.8341 0.3 -2.9 2.4
C -0.1235 -0.9920 1.6945 1.5 0.5 -1.3
N 1.2511 0.3212 -0.9811 0.3 0.5 -1.3
N 0.5195 2.0807 0.3898 2.2 -1.7 -3.4
S -1.6994 -1.1732 1.9327 -2.3 0.2 0.5
H -0.7137 -1.8802 -0.1539 -0.3 0.7 -2.7
H -0.6064 -3.2725 1.0113 0.6 2.7 0.1
H 0.6623 -0.7174 2.3672 0.5 -0.1 -0.1
H 1.3474 -0.6372 -1.3952 -0.8 1.1 1.6
H 1.5588 0.9853 -1.6635 0.7 0.5 -0.6
H -0.0286 2.3427 1.1239 -1.5 1.0 2.1
H 1.1245 2.7155 -0.0993 0.0 1.0 0.1


13
Properties=species:S:1:pos:R:3:forces:R:3 method="wB97M-V/def2-TZVPD" total_charge=+1 gap_ha=0.3929 e_above_lowest_kj_mol=160.2 homo_energy_ev=-14.74 max_force_ha_per_bohr=0.074
C -0.4241 0.5073 0.0625 -1.2 -3.0 -0.5
C -1.9652 -0.9007 -0.6367 0.9 2.2 -1.9
C 1.9647 0.4701 0.4154 -0.9 -2.6 0.5
N -0.5856 -0.8931 -0.1350 -0.6 2.5 -0.2
N 0.6762 1.1335 0.4113 -1.4 -0.4 -1.6
S -2.0577 0.9700 -0.3874 0.9 -0.6 -0.2
H -2.1195 -1.1760 -1.6945 1.0 0.5 0.1
H -2.7703 -1.4072 -0.2444 -1.2 -1.2 2.4
H 1.9652 -0.5040 0.9411 -0.9 0.1 -0.6
H 2.5054 0.3089 -0.4948 -0.2 0.5 -0.8
H 2.4904 0.9473 1.1278 2.4 2.3 1.8
H -0.3131 -1.5412 0.5635 0.6 -0.8 0.5
H 0.6336 2.0852 0.0712 0.4 0.4 0.5


13
Properties=species:S:1:pos:R:3:forces:R:3 method="wB97M-V/def2-TZVPD" total_charge=+1 gap_ha=0.3569 smiles="S[C@H]1NC=C[NH2+]1" e_above_lowest_kj_mol=244.2 homo_energy_ev=-13.39 max_force_ha_per_bohr=0.070
S 2.3396 -0.0385 0.4834 -0.4 -0.1 -2.2
C 0.6848 -0.2996 -0.4813 0.7 0.3 0.8
N -0.2686 -1.3656 -0.2202 1.8 -1.4 -0.1
C -1.3172 -0.9883 0.5916 1.5 -1.1 -1.9
C -1.2728 0.3025 0.7573 -1.8 2.1 0.8
N -0.1509 0.9121 0.0742 1.7 1.7 0.0
H 2.8611 0.6534 -0.6489 -0.5 -0.9 1.5
H 0.9381 -0.2952 -1.5760 -0.4 0.6 1.2
H -0.0324 -2.3757 -0.2942 0.2 1.4 0.0
H -1.9996 -1.8034 0.6743 -0.9 0.3 1.0
H -2.0616 0.9929 0.9482 -0.4 0.1 0.7
H -0.4564 1.4877 -0.7173 -0.3 -0.1 0.0
H 0.4196 1.6817 0.7154 -1.2 -2.9 -1.8